A molecular structure, C58H80F3FeN2O6. Source: the OMol25 dataset; level of theory: wB97M-V/def2-TZVPD.

```
150
Properties=species:S:1:pos:R:3:mulliken_charge:R:1
Fe 0.83 -0.81 0.30 0.737
C -4.77 -2.59 4.07 -1.724
C -5.17 -2.19 2.64 2.106
C -6.19 -3.23 2.16 -2.274
C -5.85 -0.82 2.63 -1.416
C -3.92 -2.12 1.77 -0.074
C -2.83 -1.36 2.18 -1.142
C -1.68 -1.33 1.39 0.503
N -0.53 -0.67 1.65 1.063
C -0.01 -0.45 2.90 -0.703
C -0.41 0.44 3.87 -0.353
C 0.26 0.48 5.09 -0.792
C 1.24 -0.49 5.32 0.515
C 1.70 -1.37 4.36 -1.321
C 1.18 -1.24 3.05 1.531
O 1.63 -1.77 1.96 -1.480
C 2.69 -2.48 4.67 2.385
C 3.94 -2.30 3.81 -1.566
C 3.09 -2.53 6.15 -2.418
C 2.00 -3.81 4.32 -1.597
C -0.01 1.60 6.08 2.382
C -1.52 1.77 6.32 -1.821
C 0.66 1.38 7.43 -2.303
C 0.55 2.90 5.47 -1.827
C -1.59 -2.09 0.18 -0.443
O -0.41 -2.11 -0.38 -1.113
C -2.73 -2.80 -0.27 0.680
C -3.85 -2.79 0.55 -0.058
C -2.69 -3.63 -1.54 2.477
C -2.05 -4.98 -1.18 -1.855
C -4.10 -3.88 -2.11 -1.873
C -1.87 -2.93 -2.63 -1.877
H -5.65 -2.69 4.70 0.469
H -4.24 -3.54 4.04 0.391
H -4.11 -1.85 4.52 0.283
H -7.00 -3.29 2.88 0.468
H -6.62 -2.95 1.20 0.342
H -5.73 -4.21 2.07 0.414
H -6.75 -0.82 3.25 0.501
H -5.18 -0.05 3.00 0.263
H -6.13 -0.56 1.61 0.170
H -2.85 -0.79 3.09 0.618
H -1.22 1.12 3.65 0.705
H 1.70 -0.54 6.29 0.772
H 4.49 -1.42 4.13 0.342
H 4.59 -3.17 3.88 0.464
H 3.64 -2.17 2.77 0.067
H 3.61 -1.63 6.45 0.409
H 2.23 -2.68 6.79 0.414
H 3.77 -3.38 6.30 0.446
H 1.78 -3.84 3.26 0.241
H 2.64 -4.65 4.59 0.479
H 1.06 -3.90 4.87 0.308
H -1.95 0.85 6.68 0.368
H -1.68 2.55 7.07 0.480
H -2.03 2.07 5.41 0.329
H 0.31 0.46 7.90 0.416
H 1.74 1.33 7.33 0.400
H 0.42 2.21 8.09 0.473
H 0.12 3.09 4.49 0.357
H 0.35 3.75 6.12 0.456
H 1.63 2.81 5.34 0.404
H -4.71 -3.34 0.22 0.516
H -2.66 -5.50 -0.44 0.309
H -1.95 -5.61 -2.06 0.503
H -1.06 -4.81 -0.75 0.246
H -4.68 -4.56 -1.50 0.347
H -4.63 -2.94 -2.21 0.237
H -4.01 -4.33 -3.10 0.468
H -0.84 -2.80 -2.31 0.303
H -1.89 -3.52 -3.54 0.542
H -2.29 -1.94 -2.83 0.323
C -2.42 1.32 -6.40 -1.764
C -1.62 2.39 -5.64 2.184
C -0.25 2.54 -6.31 -2.133
C -2.34 3.75 -5.75 -1.791
C -1.52 1.97 -4.19 -0.388
C -0.36 1.49 -3.63 0.065
C -0.31 1.10 -2.28 -1.269
N 0.75 0.62 -1.66 0.846
C 2.04 0.75 -2.04 -0.696
C 2.57 1.86 -2.70 -0.361
C 3.91 1.89 -3.05 -0.450
C 4.68 0.77 -2.76 -0.184
C 4.22 -0.34 -2.06 -0.260
C 2.88 -0.33 -1.60 0.824
O 2.33 -1.19 -0.82 -1.109
C 5.19 -1.48 -1.80 2.385
C 4.53 -2.67 -1.10 -1.872
C 6.33 -0.97 -0.90 -1.672
C 5.77 -1.98 -3.13 -1.827
C 4.48 3.16 -3.67 2.370
C 3.70 3.54 -4.93 -1.844
C 4.35 4.28 -2.63 -1.886
C 5.96 3.05 -4.06 -2.313
C -1.53 1.08 -1.48 0.130
O -1.46 0.58 -0.34 -0.081
C -2.73 1.61 -2.08 -0.695
C -2.68 2.02 -3.39 -0.268
C -4.04 1.61 -1.31 2.739
C -3.83 2.07 0.14 -1.636
C -5.11 2.51 -1.93 -2.392
C -4.57 0.16 -1.31 -1.543
H -2.56 1.60 -7.44 0.474
H -1.89 0.37 -6.35 0.336
H -3.40 1.19 -5.94 0.330
H -0.38 2.91 -7.33 0.497
H 0.37 3.25 -5.77 0.410
H 0.27 1.59 -6.37 0.368
H -2.26 4.13 -6.77 0.486
H -3.40 3.66 -5.52 0.354
H -1.89 4.47 -5.07 0.355
H 0.55 1.38 -4.21 0.801
H 1.91 2.69 -2.89 1.062
H 5.71 0.76 -3.07 0.549
H 4.15 -2.38 -0.13 0.007
H 3.70 -3.04 -1.69 0.411
H 5.26 -3.47 -0.97 0.535
H 5.92 -0.58 0.03 0.290
H 7.02 -1.78 -0.66 0.478
H 6.89 -0.17 -1.39 0.308
H 4.96 -2.32 -3.78 0.385
H 6.32 -1.21 -3.66 0.296
H 6.44 -2.82 -2.96 0.464
H 2.65 3.73 -4.70 0.314
H 4.11 4.44 -5.39 0.508
H 3.75 2.73 -5.66 0.347
H 3.31 4.43 -2.35 0.352
H 4.90 4.02 -1.73 0.396
H 4.74 5.22 -3.02 0.463
H 6.11 2.28 -4.81 0.410
H 6.30 3.99 -4.47 0.456
H 6.58 2.82 -3.19 0.437
H -3.59 2.38 -3.85 0.327
H -3.51 3.11 0.16 0.431
H -4.75 1.97 0.71 0.395
H -3.06 1.47 0.61 0.030
H -4.73 3.52 -2.07 0.372
H -5.45 2.13 -2.89 0.388
H -5.98 2.55 -1.27 0.521
H -3.85 -0.50 -0.83 0.144
H -5.51 0.10 -0.78 0.521
H -4.73 -0.17 -2.34 0.300
F 2.78 3.34 2.76 -0.259
C 3.08 2.83 1.55 0.512
F 4.16 2.05 1.74 -0.222
F 3.50 3.87 0.81 -0.244
C 1.85 2.06 0.89 0.445
O 1.03 2.76 0.35 -0.660
O 1.94 0.83 1.04 -0.383
```

Its gap between HOMO and LUMO (alpha / beta) is 4.973 / 4.950 eV. Its charge is -1. The calculation puts the electronic energy at -119253.1762 eV.

A molecular structure, C13H23Cl2GaNO. Source: the OMol25 dataset; level of theory: wB97M-V/def2-TZVPD.

```
41
Properties=species:S:1:pos:R:3:nbo_charge:R:1
Ga -0.66 1.76 1.46 1.275
Cl -1.87 2.14 -0.27 -0.558
Cl -0.40 0.08 2.84 -0.589
C -0.04 3.26 2.28 -1.516
H 0.16 3.25 3.37 0.198
H 0.24 4.15 1.70 0.195
C -0.79 -1.44 -0.13 -0.204
C -1.92 -0.90 0.16 -0.177
H -0.09 -1.73 0.65 0.213
C -3.12 -0.83 -0.75 -0.443
H -2.16 -0.58 1.18 0.218
C -2.75 -1.13 -2.22 -0.395
H -3.87 -1.57 -0.41 0.194
H -3.62 0.15 -0.67 0.225
C -1.27 -1.00 -2.55 -0.396
H -3.06 -2.16 -2.41 0.178
H -3.32 -0.49 -2.90 0.199
C -0.37 -1.73 -1.53 -0.431
H -1.05 -1.37 -3.55 0.186
H -1.01 0.07 -2.53 0.222
H -0.44 -2.82 -1.71 0.180
H 0.68 -1.43 -1.70 0.212
O 1.33 0.66 -0.57 -0.620
C 2.47 0.55 -0.09 0.699
C 3.09 1.64 0.78 -0.521
C 3.23 1.20 2.23 -0.408
C 4.51 0.40 2.46 -0.394
C 4.43 -0.99 1.86 -0.412
C 4.48 -0.97 0.33 -0.209
N 3.22 -0.57 -0.29 -0.639
H 4.06 1.92 0.35 0.193
H 2.41 2.50 0.73 0.284
H 3.24 2.10 2.86 0.226
H 2.35 0.63 2.55 0.242
H 5.36 0.93 2.01 0.181
H 4.70 0.32 3.53 0.203
H 5.27 -1.60 2.22 0.197
H 3.51 -1.49 2.19 0.217
H 5.29 -0.30 -0.02 0.177
H 4.71 -1.98 -0.04 0.201
H 2.91 -1.15 -1.07 0.397
```

Its gap between HOMO and LUMO is 4.968 eV. Its charge is -1. The calculation puts the electronic energy at -94814.9404 eV. The energy above the lowest of the compared OMol25 structures with the same formula, charge and spin is 7.7 kJ/mol.

C6H12O in the gas phase. Source: the OMol25 dataset; level of theory: wB97M-V/def2-TZVPD.

```
19
Properties=species:S:1:pos:R:3:nbo_charge:R:1
C -2.50 -0.70 0.18 -0.611
C -1.06 -0.96 -0.26 -0.388
C -0.03 0.05 0.27 -0.336
C -0.35 1.46 -0.15 0.450
O -0.09 2.44 0.50 -0.521
C 1.38 -0.34 -0.24 -0.377
C 2.52 0.58 0.21 -0.612
H -3.16 -1.50 -0.17 0.215
H -2.58 -0.64 1.27 0.208
H -2.88 0.25 -0.24 0.204
H -0.75 -1.96 0.06 0.209
H -1.01 -0.97 -1.36 0.198
H -0.02 0.05 1.37 0.218
H -0.83 1.57 -1.16 0.102
H 1.36 -0.38 -1.34 0.197
H 1.57 -1.36 0.09 0.209
H 3.48 0.17 -0.13 0.211
H 2.55 0.66 1.30 0.210
H 2.41 1.59 -0.20 0.214
```

Its gap between HOMO and LUMO is 10.713 eV. The calculation puts the electronic energy at -8463.9361 eV. The energy above the lowest of the compared OMol25 structures with the same formula, charge and spin is 40.3 kJ/mol. As for the SMILES: CCC(C=O)CC.

C3H8S2 in the gas phase. Source: the OMol25 dataset; level of theory: wB97M-V/def2-TZVPD.

```
13
Properties=species:S:1:pos:R:3:nbo_charge:R:1
C 0.84 -1.48 -1.91 -0.835
S -0.47 -0.94 -0.83 0.208
C 0.03 0.80 -0.40 -0.680
S -1.38 1.49 0.56 0.170
C -0.91 0.88 2.46 -0.699
H 0.82 -2.59 -1.96 0.242
H 0.93 -1.11 -3.04 0.216
H 2.01 -1.33 -1.69 0.221
H -0.01 1.26 -1.36 0.216
H 1.25 0.65 -0.18 0.245
H -2.10 1.06 2.70 0.224
H -0.78 -0.30 2.69 0.247
H -0.23 1.60 2.96 0.226
```

Its gap between HOMO and LUMO is 9.213 eV. The calculation puts the electronic energy at -24908.4283 eV. The energy above the lowest of the compared OMol25 structures with the same formula, charge and spin is 286.5 kJ/mol. As for the SMILES: CSCSC.

A molecular structure, C29H33ClI2IrN6O3S. Source: the OMol25 dataset; level of theory: wB97M-V/def2-TZVPD.

```
76
Properties=species:S:1:pos:R:3:mulliken_spin:R:1
Ir 2.83 -1.33 -1.49 0.611
I 7.58 2.22 3.96 0.004
C 6.63 1.33 2.31 0.010
C 7.29 1.21 1.10 -0.007
C 6.64 0.64 0.03 0.006
I 7.55 0.42 -1.83 0.003
C 5.28 0.17 0.12 0.011
O 4.73 -0.29 -0.92 0.029
C 4.65 0.27 1.41 -0.014
C 3.23 -0.20 1.60 0.015
N 2.94 -1.49 0.95 0.000
C 1.68 -2.05 1.45 0.006
C 1.18 -3.16 0.57 -0.006
C 0.50 -4.26 1.09 0.002
C 0.06 -5.24 0.23 -0.001
C 0.29 -5.10 -1.13 -0.002
C 0.96 -3.97 -1.57 0.001
N 1.40 -3.03 -0.74 0.015
C 5.31 0.85 2.46 0.004
H 8.31 1.55 1.00 0.000
H 2.54 0.55 1.19 -0.005
H 3.04 -0.27 2.68 -0.001
H 3.69 -2.14 1.17 -0.003
H 0.93 -1.24 1.44 -0.002
H 1.78 -2.40 2.49 0.000
H 0.33 -4.34 2.15 0.000
H -0.46 -6.12 0.60 0.000
H -0.03 -5.84 -1.84 0.000
H 1.17 -3.82 -2.62 -0.002
H 4.82 0.95 3.41 0.000
O 2.01 -1.74 -5.69 0.018
S 3.21 -1.66 -4.90 0.011
N 2.93 -1.80 -3.41 0.275
C -3.65 2.79 2.62 0.000
C -3.03 3.06 1.24 0.000
C -4.15 3.34 0.23 0.000
C -2.18 4.34 1.36 0.000
C -2.10 1.88 0.80 0.000
O -0.82 1.97 1.43 0.000
C -2.59 0.46 1.20 -0.001
C -3.86 -0.14 0.57 0.000
C -3.62 -0.75 -0.78 0.000
C -4.22 -0.23 -1.93 0.000
C -3.95 -0.76 -3.17 0.000
C -3.07 -1.83 -3.29 0.000
Cl -2.73 -2.49 -4.84 0.000
C -2.49 -2.39 -2.15 0.000
C -2.76 -1.85 -0.91 0.000
C -1.82 1.97 -0.73 0.000
N -0.49 1.53 -1.04 -0.001
C 0.01 0.30 -1.10 -0.004
N 1.33 0.37 -1.33 0.033
C 1.57 1.71 -1.40 0.000
N 0.49 2.41 -1.22 0.000
H -4.08 3.71 2.99 0.000
H -2.91 2.46 3.34 0.000
H -4.45 2.06 2.56 0.000
H -4.86 4.03 0.69 0.000
H -4.70 2.45 -0.05 0.000
H -3.78 3.82 -0.67 0.000
H -2.84 5.21 1.31 0.000
H -1.45 4.43 0.56 0.000
H -1.66 4.40 2.31 0.000
H -0.91 2.50 2.23 0.000
H -2.72 0.47 2.28 0.000
H -1.75 -0.21 1.00 0.000
H -4.66 0.59 0.53 0.000
H -4.18 -0.94 1.24 0.000
H -4.91 0.60 -1.85 0.000
H -4.41 -0.34 -4.06 0.000
H -1.84 -3.24 -2.25 0.000
H -2.33 -2.29 -0.03 0.000
H -1.83 3.02 -1.05 0.000
H -2.54 1.40 -1.31 0.000
H -0.56 -0.61 -1.03 -0.005
H 2.53 2.14 -1.58 -0.001
```

As for the spin multiplicity: 2. Its gap between HOMO and LUMO (alpha / beta) is 3.778 / 3.811 eV. Its charge is +2. The calculation puts the electronic energy at -88070.8849 eV.

2 unconnected molecules or ions with the total composition C23H21F2N2O6PS. Source: the OMol25 dataset; level of theory: wB97M-V/def2-TZVPD.

```
56
Properties=species:S:1:pos:R:3:nbo_charge:R:1
H -2.00 5.06 1.22 0.317
N -1.91 4.90 2.25 -0.582
C -0.62 4.66 2.50 0.312
C -0.26 4.46 4.06 -0.680
C 0.50 4.65 1.31 -0.572
C 1.00 3.20 0.88 0.211
O 0.18 2.45 -0.05 -0.578
C -1.07 3.05 -0.38 0.788
O -2.09 2.61 0.24 -0.505
C -1.35 4.15 -1.52 -0.526
C -2.91 3.94 -1.97 -0.607
P 2.76 3.18 0.05 0.742
S 3.91 4.65 0.55 -0.525
N 1.08 2.33 2.15 -0.595
C 0.56 0.97 1.89 0.999
O 1.16 0.03 1.36 -0.509
F -0.81 0.76 2.27 -0.316
C 2.42 2.34 2.74 0.941
O 2.75 3.36 3.41 -0.484
F 3.37 1.29 2.69 -0.316
H 0.57 5.17 4.42 0.235
H -1.20 4.59 4.71 0.249
H 0.12 3.39 4.27 0.232
H 0.20 5.35 0.43 0.256
H 1.40 5.18 1.80 0.299
H -0.70 3.88 -2.43 0.240
H -1.25 5.23 -1.17 0.243
H -3.55 4.34 -1.10 0.231
H -3.15 4.42 -2.97 0.222
H -3.10 2.80 -2.10 0.229
H 2.47 3.33 -1.36 0.011
H 3.37 1.87 0.16 0.038
O -0.27 -6.89 0.17 -0.528
C -0.17 -5.87 -0.49 0.514
C -0.88 -5.75 -1.79 -0.057
C -1.67 -6.80 -2.25 -0.181
C -2.36 -6.68 -3.44 -0.191
C -2.27 -5.51 -4.19 -0.195
C -1.47 -4.46 -3.74 -0.153
C -0.77 -4.58 -2.54 -0.173
C 0.10 -3.47 -2.08 0.616
O 0.24 -2.47 -2.77 -0.548
C 0.78 -3.58 -0.78 -0.169
C 1.57 -2.53 -0.32 -0.152
C 2.19 -2.61 0.92 -0.181
C 2.03 -3.75 1.71 -0.194
C 1.26 -4.81 1.25 -0.182
C 0.63 -4.73 0.00 -0.061
H -1.74 -7.72 -1.67 0.241
H -2.98 -7.50 -3.80 0.219
H -2.82 -5.41 -5.12 0.219
H -1.40 -3.55 -4.32 0.237
H 1.70 -1.64 -0.92 0.235
H 2.80 -1.79 1.28 0.224
H 2.51 -3.81 2.68 0.218
H 1.14 -5.70 1.87 0.240
```

Its gap between HOMO and LUMO is 8.474 eV. The calculation puts the electronic energy at -65011.8137 eV. As for the SMILES: [H]/N=C(/C)C[C@@](OC(=O)CC)([PH2]=S)N(C(=O)F)C(=O)F.O=C1c2ccccc2C(=O)c2ccccc21.

A molecular structure, C26H24HoI2OP2S2. Source: the OMol25 dataset; level of theory: wB97M-V/def2-TZVPD.

```
58
Properties=species:S:1:pos:R:3:nbo_charge:R:1
Ho -2.71 -0.10 -1.23 1.411
S -2.80 -0.50 1.38 -0.621
P -0.81 -0.76 0.94 1.398
C -0.39 -0.39 -0.72 -1.554
P -0.15 1.30 -1.08 1.396
S -1.87 2.43 -1.09 -0.612
C 0.37 1.29 -2.83 -0.415
C 0.38 0.11 -3.57 -0.222
C 0.72 0.15 -4.92 -0.197
C 1.04 1.35 -5.53 -0.190
C 1.05 2.52 -4.78 -0.215
C 0.72 2.49 -3.44 -0.119
C 1.13 2.22 -0.20 -0.438
C 0.92 3.51 0.27 -0.128
C 1.95 4.17 0.92 -0.225
C 3.18 3.54 1.10 -0.183
C 3.38 2.25 0.63 -0.191
C 2.35 1.58 -0.02 -0.184
C 0.17 0.02 2.24 -0.342
C 1.31 -0.61 2.71 -0.199
C 2.11 0.02 3.65 -0.207
C 1.77 1.29 4.11 -0.183
C 0.62 1.92 3.63 -0.193
C -0.18 1.29 2.70 -0.209
C -0.55 -2.55 1.12 -0.432
C -1.03 -3.22 2.24 -0.132
C -0.85 -4.59 2.37 -0.231
C -0.17 -5.29 1.39 -0.191
C 0.33 -4.63 0.27 -0.207
C 0.14 -3.26 0.14 -0.203
H 0.17 -0.83 -3.09 0.233
H 0.74 -0.77 -5.50 0.218
H 1.31 1.38 -6.58 0.225
H 1.32 3.46 -5.25 0.226
H 0.71 3.41 -2.85 0.217
H -0.04 3.99 0.14 0.225
H 1.80 5.17 1.29 0.224
H 3.98 4.06 1.60 0.225
H 4.33 1.76 0.78 0.224
H 2.49 0.57 -0.39 0.231
H 1.57 -1.60 2.35 0.227
H 2.99 -0.47 4.03 0.225
H 2.39 1.79 4.84 0.225
H 0.35 2.90 3.99 0.223
H -1.08 1.77 2.34 0.233
H -1.55 -2.66 3.01 0.223
H -1.22 -5.10 3.25 0.226
H -0.02 -6.36 1.49 0.226
H 0.87 -5.18 -0.49 0.223
H 0.55 -2.72 -0.71 0.246
I -5.37 -2.08 -0.95 0.301
C -3.77 -3.51 -0.91 -0.683
I -2.42 -3.16 -2.57 0.288
H -4.19 -4.50 -1.03 0.245
H -3.21 -3.39 0.01 0.252
O -4.79 1.25 -0.64 -0.941
H -5.20 1.10 0.22 0.516
H -4.82 2.20 -0.78 0.517
```

As for the spin multiplicity: 5. Its gap between HOMO and LUMO (alpha / beta) is 6.994 / 7.016 eV. Its charge is +1. The calculation puts the electronic energy at -111644.3714 eV.

C8H11BrO in the gas phase. Source: the OMol25 dataset; level of theory: wB97M-V/def2-TZVPD.

```
21
Properties=species:S:1:pos:R:3:nbo_charge:R:1
C 2.17 -0.45 -0.97 -0.589
C 2.13 -0.40 0.60 -0.464
C 1.04 0.49 1.10 0.371
O 1.54 1.69 1.31 -0.651
C -0.26 0.29 1.03 -0.394
C -0.71 -0.96 0.55 -0.156
C -1.76 -1.29 -0.20 -0.271
C -2.71 -0.24 -0.61 -0.239
C -2.43 1.06 -0.74 -0.263
Br -3.68 2.46 -1.25 0.023
H 1.12 -0.72 -1.34 0.213
H 2.95 -1.15 -1.19 0.211
H 2.35 0.53 -1.37 0.207
H 3.20 -0.13 0.93 0.232
H 2.07 -1.49 0.83 0.219
H 0.83 2.31 1.47 0.480
H -0.96 1.13 1.16 0.218
H 0.08 -1.70 0.78 0.206
H -1.85 -2.37 -0.57 0.228
H -3.74 -0.45 -0.73 0.212
H -1.40 1.38 -0.79 0.207
```

Its gap between HOMO and LUMO is 8.556 eV. The calculation puts the electronic energy at -80561.8449 eV. The energy above the lowest of the compared OMol25 structures with the same formula, charge and spin is 105.8 kJ/mol. As for the SMILES: CC\C(O)=C/C=C\C=C\Br.

> Look up the electronic energy of the fifth one.

-88070.8849 eV

> electronic energy of number 5 (C29H33ClI2IrN6O3S)?

-88070.8849 eV

> Which of these has the lowest electronic energy?

C58H80F3FeN2O6

> Which of these has the lowest electronic energy?

C58H80F3FeN2O6